Formula: C34H56N2OP3Pb
Source: OMol25
Level of theory: the ωB97M-V functional and the def2-TZVPD basis

Gap between HOMO and LUMO (alpha / beta) = 6.30 / 4.95 eV
2S+1 = 1
LUMO (alpha / beta) = -10.16 / -10.17 eV
Highest occupied orbital energy (alpha / beta) = -16.5 / -15.1 eV
Net charge = +3

Last column: Mulliken charge in e.
CARTESIAN COORDINATES (ANGSTROEM)
C1 -1.88 1.00 -2.39  -0.22
C2 -2.94 1.21 -0.27  0.67
C3 -2.97 1.57 -3.04  -0.64
C4 -4.03 1.92 -0.87  -1.04
C5 -4.03 2.06 -2.27  -0.92
H1 -2.93 1.65 -4.17  0.53
H2 -4.84 2.26 -0.22  0.56
H3 -4.87 2.55 -2.77  0.47
N1 -1.88 0.82 -1.06  1.14
P1 0.94 0.97 -2.30  -0.18
P2 -1.93 -0.39 1.84  0.61
C6 -0.63 0.54 -3.17  -1.17
H4 -0.64 -0.55 -3.30  0.46
H5 -0.58 0.99 -4.18  1.01
C7 1.75 -1.18 0.96  0.03
O1 2.57 -1.78 1.43  -0.09
C8 -2.96 0.84 1.12  -1.50
H6 -3.81 1.20 1.74  0.42
C9 -2.71 -2.07 1.63  1.86
C10 -1.45 0.02 3.62  1.92
C11 2.40 -0.01 -2.94  1.85
C12 1.04 2.85 -2.40  2.28
C13 -1.63 -3.19 1.68  -1.46
H7 -1.27 -3.34 2.70  0.38
H8 -2.13 -4.10 1.34  0.56
H9 -0.79 -3.00 1.01  0.03
C14 -3.76 -2.27 2.74  -1.78
H10 -3.30 -2.40 3.73  0.36
H11 -4.48 -1.45 2.76  0.43
H12 -4.28 -3.20 2.49  0.51
C15 -3.45 -2.04 0.28  -1.02
H13 -3.73 -3.07 0.01  0.72
H14 -4.35 -1.42 0.35  0.34
H15 -2.82 -1.65 -0.53  -0.40
C16 -0.70 -1.19 4.25  -1.82
H16 0.18 -1.48 3.66  0.21
H17 -0.34 -0.87 5.25  0.53
H18 -1.36 -2.06 4.37  0.41
C17 -0.50 1.22 3.65  -2.07
H19 0.49 0.90 3.29  0.25
H20 -0.89 2.07 3.08  0.45
H21 -0.36 1.56 4.69  0.76
C18 -2.72 0.42 4.35  -1.79
H22 -3.47 -0.39 4.35  0.40
H23 -2.44 0.65 5.39  0.53
H24 -3.16 1.32 3.88  0.39
C19 2.39 3.28 -1.80  -1.97
H25 2.40 4.38 -1.75  0.61
H26 2.54 2.87 -0.79  0.26
H27 3.25 2.96 -2.42  0.39
C20 -0.14 3.49 -1.63  -1.81
H28 -1.11 3.29 -2.12  0.29
H29 -0.22 3.13 -0.59  -0.05
H30 0.02 4.58 -1.63  0.76
C21 0.91 3.27 -3.86  -1.59
H31 0.99 4.37 -3.86  0.57
H32 1.72 2.84 -4.47  0.29
H33 -0.07 2.97 -4.27  0.36
C22 2.02 -1.51 -3.03  -1.73
H34 1.17 -1.68 -3.70  0.39
H35 2.90 -2.04 -3.44  0.65
H36 1.79 -1.94 -2.05  0.08
C23 3.59 0.12 -1.96  -1.32
H37 3.33 -0.27 -0.95  0.07
H38 4.40 -0.51 -2.36  0.59
H39 3.96 1.15 -1.88  0.31
C24 2.76 0.52 -4.34  -1.79
H40 1.89 0.51 -5.01  0.36
H41 3.20 1.54 -4.28  0.33
H42 3.53 -0.15 -4.75  0.53
Pb1 0.07 0.35 0.18  1.12
N2 -0.44 -1.85 -1.05  -0.19
C25 -0.82 -2.76 -1.68  0.56
C26 -1.25 -3.88 -2.41  -0.12
C27 -0.32 -4.89 -2.71  -0.32
C28 -2.59 -3.95 -2.83  -0.23
C29 -0.75 -6.01 -3.45  -0.81
H43 0.71 -4.78 -2.36  0.46
C30 -3.02 -5.07 -3.56  -0.89
H44 -3.27 -3.13 -2.57  0.41
C31 -2.09 -6.08 -3.85  -0.32
H45 -0.02 -6.81 -3.68  0.42
H46 -4.07 -5.12 -3.88  0.43
H47 -2.42 -6.94 -4.42  0.43
C32 1.59 3.23 3.33  -1.65
P3 1.30 2.69 1.57  0.95
C33 1.51 4.43 0.97  -1.46
C34 2.84 1.65 1.57  -1.34
H48 0.67 3.80 3.57  0.46
H49 2.46 3.88 3.16  0.69
H50 1.76 2.36 4.00  0.42
H51 0.86 4.67 0.14  0.21
H52 1.29 5.03 1.87  0.66
H53 2.56 4.50 0.66  0.41
H54 3.63 2.29 1.98  0.75
H55 2.69 0.81 2.26  0.23
H56 3.12 1.20 0.62  0.20